Here is a molecular structure, C36H21F3O14V at a distorted geometry from OMol25. Energies are from ωB97M-V with the def2-TZVPD basis set.

The geometry in ORCA input format:
```
! wB97M-V def2-TZVPD RIJCOSX def2/J DEFGRID3
* xyz -5 1
O 1.52663 0.48026 -0.46059
V 0.09934 -0.01894 0.02181
O -0.40929 0.98010 1.18164
C -3.65224 -1.28694 0.99406
C -2.55696 -2.13231 0.83892
C -2.83369 -3.62261 0.32934
O -1.83783 -4.30408 0.10523
C -4.19137 -4.04264 0.18230
C -5.24829 -3.20648 0.41782
C -4.96273 -1.79681 0.89240
O -5.85201 -0.92894 1.17092
O -6.40139 -3.56489 -0.01412
O -1.37547 -1.70441 0.82045
H -3.41239 -0.28629 1.32829
H -4.35393 -5.03557 -0.21634
C 2.71072 -4.56536 -2.67882
C 4.00672 -4.05050 -2.54246
C 4.29525 -2.85365 -1.64513
O 5.51589 -2.45806 -1.50400
C 3.30130 -2.18757 -0.93964
C 1.97783 -2.66828 -1.00520
C 1.64566 -3.98946 -1.89787
O 0.51175 -4.43090 -1.85664
O 1.11125 -2.18828 -0.24031
O 4.88102 -4.61173 -3.29731
H 2.46075 -5.40908 -3.30497
H 3.61458 -1.36400 -0.31403
C -3.89607 -1.61543 -3.59824
C -2.58146 -1.42695 -2.98136
C -2.20014 -0.02500 -2.27312
O -1.05364 0.10557 -1.74363
C -3.23855 0.91831 -2.18165
C -4.47699 0.65522 -2.77759
C -4.83988 -0.59782 -3.49498
O -5.98300 -0.88593 -3.98867
O -5.31520 1.59913 -2.59374
O -1.70456 -2.27967 -3.09015
H -4.03198 -2.51916 -4.16978
H -3.00198 1.76171 -1.54772
F 1.63290 0.15002 2.52785
C 2.94242 0.03881 2.78231
C 3.79953 1.10738 2.67653
C 5.13310 0.91095 3.02662
C 5.61781 -0.36456 3.33092
C 4.75671 -1.47548 3.26485
C 3.40897 -1.23948 3.07711
H 3.26333 2.02267 2.45816
H 5.86612 1.70418 2.95529
H 6.67042 -0.53771 3.51148
H 5.05111 -2.46457 3.58655
H 2.65813 -2.01838 3.10506
F 0.83923 2.60445 -2.08743
C 1.52314 2.96085 -3.16525
C 1.30566 2.31064 -4.37429
C 2.06096 2.75511 -5.44305
C 3.07355 3.66623 -5.27734
C 3.33190 4.30583 -4.06517
C 2.51876 3.95267 -3.02092
H 0.51862 1.56788 -4.35782
H 1.99982 2.25867 -6.40300
H 3.60019 3.91509 -6.19255
H 4.06220 5.07940 -3.87233
H 2.67628 4.47213 -2.08472
F -2.44622 3.40340 7.86488
C -2.29778 3.27406 6.52530
C -1.36422 2.36627 5.99232
C -1.35630 2.22520 4.62846
C -2.12831 3.02765 3.79035
C -3.06786 3.91768 4.29781
C -3.10404 4.06207 5.70324
H -0.67793 1.83082 6.63367
H -0.71147 1.54809 4.08110
H -1.96584 2.91367 2.72640
H -3.68466 4.53896 3.66566
H -3.75391 4.76677 6.20681
*
```

=====

Here is a molecular structure, C36H22Br4I2N2O6PTa from OMol25. Energies are from ωB97M-V with the def2-TZVPD basis set.

The geometry in ORCA input format:
```
! wB97M-V def2-TZVPD RIJCOSX def2/J DEFGRID3
* xyz 0 1
Ta 0.02653 0.04278 0.02962
Br -5.64624 0.17530 -4.24434
C -4.27904 -0.38597 -3.08082
C -4.08694 -1.74291 -2.81676
Br -5.18382 -3.04414 -3.61711
C -3.05340 -2.14760 -1.96944
Br -2.71859 -3.94764 -1.52286
C -2.20647 -1.19538 -1.43226
O -1.16020 -1.44870 -0.64474
C -2.40179 0.16012 -1.68095
O -1.51738 0.95951 -1.10345
C -3.44426 0.56901 -2.49876
Br -3.61084 2.42014 -2.81187
I 3.96679 0.84992 3.41795
C 2.29509 -0.34676 3.70389
C 2.16336 -1.11860 4.87651
C 1.07391 -1.92053 5.07825
I 0.95204 -3.01658 6.84801
C 0.05406 -2.00370 4.09486
C -1.10215 -2.81222 4.16200
C -1.98491 -2.82145 3.12121
C -1.72485 -2.03535 1.98566
N -0.67108 -1.25645 1.89707
C 0.20855 -1.22666 2.93505
C 1.32242 -0.37260 2.73004
O 1.34127 0.34005 1.63175
H 2.94277 -1.06612 5.62358
H -1.27347 -3.42680 5.03571
H -2.86979 -3.44074 3.14280
H -2.37892 -2.07119 1.12677
N -1.16033 1.48526 1.48468
C -1.03765 2.86089 0.96112
C 0.23726 3.02012 0.14217
O 0.69068 4.10822 -0.09250
O 0.75290 1.88506 -0.28485
H -2.13815 1.22742 1.56527
H -0.74149 1.42438 2.40729
H -1.03313 3.61248 1.74856
H -1.87302 3.05337 0.29048
O 1.63607 -2.45742 0.75859
C 1.62276 -1.62169 -0.12781
C 2.66234 -1.74345 -1.21789
C 3.73574 -2.62267 -1.08079
C 4.62108 -2.78825 -2.12766
C 4.42379 -2.10662 -3.32932
C 3.35521 -1.24238 -3.47346
C 2.48709 -1.03817 -2.39878
P 1.01088 0.00054 -2.45960
C 1.45321 1.62755 -3.10395
C 2.76528 1.98938 -3.38907
C 3.05270 3.27998 -3.81116
C 2.03826 4.21277 -3.94684
C 0.73049 3.86246 -3.64200
C 0.43810 2.58090 -3.21181
C -0.04069 -0.83842 -3.68218
C -0.08556 -2.23361 -3.64175
C -0.93518 -2.92861 -4.48553
C -1.76120 -2.23884 -5.36346
C -1.72192 -0.85406 -5.40587
C -0.86023 -0.15311 -4.57298
H 3.84349 -3.16894 -0.15310
H 5.46201 -3.46162 -2.02367
H 5.10573 -2.25964 -4.15570
H 3.18643 -0.73543 -4.41569
H 3.57173 1.28044 -3.26537
H 4.07720 3.55616 -4.02357
H 2.26801 5.21997 -4.26857
H -0.06172 4.59591 -3.71323
H -0.57436 2.33362 -2.91864
H 0.53522 -2.77977 -2.94190
H -0.96750 -4.00897 -4.44293
H -2.44080 -2.78111 -6.00800
H -2.36698 -0.31247 -6.08569
H -0.83696 0.92713 -4.62086
*
```

=====

Here is a molecular structure, C36H22F4N12O3ReS2 at a distorted geometry from OMol25. Energies are from ωB97M-V with the def2-TZVPD basis set.

**<S²>**: 0.9441

The geometry in ORCA input format:
```
! wB97M-V def2-TZVPD RIJCOSX def2/J DEFGRID3
* xyz 2 2
Re 0.34774 -2.47993 -0.16328
C 0.12787 -7.14339 -1.03200
C 0.51308 -5.74170 -0.67813
S -0.72019 -4.61894 -0.46857
C 1.87676 -5.38693 -0.50633
C 2.96337 -6.40979 -0.67524
S 2.31907 -3.85035 -0.05776
H -0.95056 -7.27209 -1.04698
H 0.56245 -7.85860 -0.32953
H 0.52013 -7.39287 -2.02337
H 2.81959 -7.24463 0.01347
H 3.94635 -5.98170 -0.50575
H 2.93248 -6.82047 -1.68758
C -4.23905 0.74903 0.05875
N -3.31211 -0.35404 -0.30743
C -2.20480 -0.72712 0.30763
N -1.61874 -1.67999 -0.42037
C -2.46219 -1.85747 -1.49228
N -3.49706 -1.06663 -1.44950
C -3.53634 2.08256 0.01404
C -3.78537 3.00312 -0.99338
C -3.07457 4.19956 -1.02854
C -2.08510 4.46020 -0.09137
C -1.82701 3.52839 0.90852
C -2.57847 2.36754 0.97588
C -0.72562 3.70944 1.85442
N 0.08228 4.69342 2.00159
N 1.00325 4.30345 2.97885
C 0.67418 3.11183 3.33029
O -0.41747 2.66566 2.66442
C 1.33420 2.20142 4.26675
C 2.36959 2.65145 5.07202
C 3.00734 1.75847 5.92099
C 2.62541 0.42633 5.95856
C 1.58782 -0.02257 5.15393
C 1.17063 -1.47491 5.23149
N 0.50452 -1.93263 3.99964
C 1.02117 -2.04424 2.79278
N 0.07500 -2.48899 1.95847
C -1.03231 -2.62109 2.76024
N -0.80639 -2.28556 3.99823
C 0.93763 0.86969 4.31696
H -4.63484 0.53927 1.05021
H -5.04870 0.69445 -0.65942
H -1.81564 -0.30847 1.22216
H -2.28780 -2.56520 -2.28987
H -4.53668 2.79550 -1.74924
H -3.28740 4.92436 -1.80634
H -1.50995 5.37808 -0.12098
H -2.40568 1.68900 1.80444
H 2.66664 3.69160 5.02371
H 3.81632 2.10072 6.55289
H 3.14279 -0.26421 6.61807
H 0.45572 -1.64625 6.03050
H 2.03341 -2.11085 5.41013
H 2.04692 -1.81690 2.54318
H -1.98585 -2.99066 2.41131
H 0.12503 0.54194 3.67819
O 0.93289 -0.72337 0.13131
O 0.66483 0.14975 1.01392
F 2.92364 1.13195 -5.83744
C 1.87126 1.54947 -5.16432
C 1.39292 2.78202 -5.41492
F 1.99235 3.50872 -6.32098
C 0.25128 3.33264 -4.70774
C -0.31700 2.46567 -3.69472
C 0.16682 1.23752 -3.46178
F -0.39806 0.49934 -2.50876
C 1.27213 0.68277 -4.18597
C 1.73998 -0.59719 -3.92915
C 1.16328 -1.41462 -2.93759
N 0.73339 -2.08897 -2.10486
C 2.86499 -1.21966 -4.57731
N 3.75346 -1.81182 -5.00862
F -1.33020 2.88186 -2.97796
C -0.25381 4.57209 -4.97513
C -1.36558 5.13013 -4.25260
N -2.23412 5.59761 -3.66081
C 0.27567 5.44799 -5.97949
N 0.67705 6.20882 -6.74460
*
```

=====

Here is a molecular structure, C36H25CoF5N12O5 from OMol25. Energies are from ωB97M-V with the def2-TZVPD basis set.

The geometry in ORCA input format:
```
! wB97M-V def2-TZVPD RIJCOSX def2/J DEFGRID3
* xyz 1 1
Co 1.22036 -1.13127 1.24433
N 3.55406 -0.85695 3.25315
C 2.37141 -1.18947 3.86379
C 2.27377 -1.06128 5.25517
C 1.14897 -1.52950 5.88342
C 0.14547 -2.14473 5.13265
C 0.28618 -2.18576 3.77275
N 1.36702 -1.68101 3.13290
C 3.98706 -1.19545 1.99164
C 5.35876 -1.08716 1.73141
C 5.84600 -1.51945 0.52660
C 4.97116 -2.09688 -0.39294
C 3.63986 -2.14343 -0.08172
N 3.12950 -1.66150 1.07580
H 4.23649 -0.40340 3.83698
H 3.09433 -0.62933 5.81149
H 1.05687 -1.44354 6.95776
H -0.73464 -2.56267 5.59695
H -0.45636 -2.63135 3.12975
H 6.01383 -0.68837 2.49372
H 6.90327 -1.44365 0.31117
H 5.31815 -2.49392 -1.33481
H 2.92502 -2.59813 -0.74584
C 1.25386 -1.39615 -4.16575
N 1.34448 -0.92438 -2.78768
C 0.82160 -1.41733 -1.66962
N 1.24588 -0.68223 -0.64568
C 2.02667 0.27370 -1.21927
N 2.10887 0.15405 -2.51529
C -0.00771 -0.98815 -4.88819
C -0.22216 -1.48463 -6.17206
C -1.32011 -1.07085 -6.90763
C -2.23453 -0.17994 -6.36282
C -2.03307 0.29269 -5.07478
C -0.91155 -0.09703 -4.34437
C -3.01456 1.16496 -4.43145
N -3.82105 2.03637 -4.92101
N -4.55091 2.53971 -3.84146
C -4.11626 1.92878 -2.79830
O -3.13203 1.04035 -3.08576
C -4.53257 2.00543 -1.39986
C -5.25383 3.09044 -0.91140
C -5.61937 3.11638 0.42395
C -5.26513 2.07476 1.27407
C -4.55459 0.98826 0.78332
C -4.14468 -0.15529 1.67496
N -2.69527 -0.20232 1.87195
C -1.76653 -0.85718 1.18449
N -0.57549 -0.51709 1.65248
C -0.84760 0.37059 2.65030
N -2.12493 0.58872 2.80214
C -4.19637 0.95725 -0.55386
H 1.38278 -2.47891 -4.17070
H 2.12002 -0.95385 -4.65632
H 0.21434 -2.30341 -1.60401
H 2.55443 1.02831 -0.66431
H 0.48044 -2.18709 -6.60491
H -1.47399 -1.45724 -7.90585
H -3.10708 0.13611 -6.91784
H -0.76310 0.31050 -3.35230
H -5.51738 3.89910 -1.57934
H -6.17524 3.95895 0.81178
H -5.54485 2.11091 2.31960
H -4.43858 -1.11848 1.25764
H -4.58163 -0.05737 2.66588
H -1.96241 -1.57463 0.40606
H -0.09119 0.82772 3.26296
H -3.64904 0.11221 -0.95387
F 1.09259 5.95973 1.05377
C 1.25413 4.64635 1.18443
C 0.43560 3.76341 0.50828
F -0.52574 4.22386 -0.28798
C 0.60069 2.39257 0.64513
F -0.23713 1.61563 -0.07147
C 1.59287 1.83724 1.46514
O 1.86373 0.56504 1.70924
C 2.40594 2.77079 2.12973
F 3.37680 2.31021 2.93527
C 2.24954 4.13568 2.00254
F 3.05197 4.95990 2.66840
O 0.62680 -4.64083 1.86902
N 1.00607 -3.97254 0.93705
O 1.83283 -4.30807 0.11546
O 0.40817 -2.78345 0.75398
*
```

=====

The records above yield energy above the lowest of the compared OMol25 structures with the same formula, charge and spin values of 0.000, 0.000, 0.000, 0.000 eV, respectively.